# C21H22ClN4O2Pd

C21H22ClN4O2Pd as an isolated structure (ωB97M-V/def2-TZVPD, the Open Molecules 2025 dataset).

Output
Frontier orbital gap, eV: 6.94
ΔE to the lowest compared entry with this formula, charge and spin, kJ/mol: 0.0
Electronic energy, Ha: -1770.86323
Net charge: +1
Largest force on an atom, eV/A: 1.0

Last column: natural (NBO) charge in e.
Element x y z (Å)
1 Pd -0.4211 0.2877 -0.5053  0.9738
2 Cl 2.5043 -5.8545 -2.8335  0.0276
3 C 1.6763 -4.5579 -2.0405  -0.0955
4 C 0.8785 -4.8309 -0.9172  -0.1598
5 C 0.2238 -3.8214 -0.2672  -0.2310
6 C 0.3126 -2.4787 -0.6998  0.4004
7 O -0.3454 -1.5857 -0.0139  -0.6975
8 C 1.1041 -2.2125 -1.8545  -0.2562
9 C 1.2796 -0.9271 -2.4393  0.2172
10 N 0.6468 0.1607 -2.1269  -0.4772
11 C 0.9918 1.4312 -2.6685  0.1020
12 C 1.8576 1.6864 -3.6972  -0.1922
13 C 2.1090 3.0183 -4.0918  -0.1797
14 C 1.4977 4.0728 -3.4771  -0.1708
15 C 0.5801 3.8380 -2.4271  -0.0997
16 C -0.1394 4.8503 -1.7501  -0.0814
17 C -1.0361 4.5118 -0.7786  -0.2594
18 C -1.2158 3.1574 -0.4443  0.1093
19 N -0.5437 2.2005 -1.0409  -0.4424
20 C 0.3456 2.5139 -2.0323  0.2127
21 C 1.7917 -3.2786 -2.4902  -0.1427
22 H 0.7891 -5.8521 -0.5710  0.2388
23 H -0.3875 -4.0272 0.6010  0.2227
24 H 2.0421 -0.8622 -3.2107  0.1965
25 H 2.3605 0.8890 -4.2259  0.2258
26 H 2.7974 3.1938 -4.9069  0.2366
27 H 1.6989 5.0892 -3.7886  0.2335
28 H 0.0194 5.8867 -2.0204  0.2354
29 H -1.6093 5.2611 -0.2527  0.2446
30 H -1.9123 2.8515 0.3245  0.2327
31 H 2.4097 -3.0658 -3.3534  0.2270
32 C 0.0580 -1.7259 3.8611  -0.4123
33 N 0.0402 -0.4251 3.2044  -0.4132
34 C 1.3241 0.2562 3.1102  -0.4080
35 C -0.9658 -0.0226 2.4079  0.8360
36 O -0.7441 0.8546 1.5184  -0.7674
37 N -2.1929 -0.5714 2.5783  -0.4339
38 C -2.7489 -0.8239 3.9041  -0.4077
39 C -3.1919 -0.4033 1.5374  -0.3987
40 H 1.0501 -2.1574 3.7313  0.2181
41 H -0.6669 -2.3898 3.3960  0.2220
42 H -0.1458 -1.6580 4.9303  0.2053
43 H 1.7984 0.2510 4.0906  0.2116
44 H 1.1773 1.2813 2.7888  0.2341
45 H 1.9804 -0.2502 2.3976  0.2008
46 H -2.0205 -0.6012 4.6760  0.2191
47 H -3.0776 -1.8587 4.0075  0.2093
48 H -3.6091 -0.1690 4.0577  0.2092
49 H -2.7290 -0.4134 0.5550  0.2129
50 H -3.7579 0.5245 1.6609  0.1951
51 H -3.8839 -1.2434 1.5865  0.2168



# C19H27N3O

One molecule with the formula C19H27N3O (ωB97M-V/def2-TZVPD, the Open Molecules 2025 dataset).

Output
Frontier orbital gap, eV: 8.14
ΔE to the lowest compared entry with this formula, charge and spin, kJ/mol: 351.0
Electronic energy, Ha: -979.62041
Largest force on an atom, eV/A: 6.8

Last column: natural (NBO) charge in e.
Element x y z (Å)
1 O 2.1178 0.0190 2.0446  -0.5869
2 N -2.5699 -2.9773 -0.1350  -0.2877
3 C 2.0008 -0.4231 0.9022  0.5592
4 C -1.5822 -2.0840 -0.2683  0.2984
5 C -2.7546 -1.1762 1.4201  0.1832
6 C 0.6739 -1.6556 -0.7594  0.2791
7 C -1.6533 -1.0309 0.7007  -0.1717
8 C 0.7111 -0.7878 0.3184  -0.2115
9 N -3.2714 -2.3696 0.8528  -0.3532
10 N -0.5440 -2.2741 -0.9965  -0.5635
11 C -3.4304 -0.2388 2.4045  -0.6552
12 C 3.6856 -2.8965 0.3236  -0.6105
13 C 4.3209 -1.4986 -1.8181  -0.6069
14 C 3.2195 -0.5121 0.0344  -0.5057
15 C 1.9335 -2.0009 -1.5563  -0.4466
16 C -0.5980 -0.0620 0.8010  -0.2457
17 C -2.2240 3.8643 -0.4649  -0.3942
18 C -2.0570 2.6815 -1.5113  -0.3870
19 C -1.0574 3.9147 0.4748  -0.4070
20 C -2.0603 1.4396 -0.6937  -0.4442
21 C -0.7613 2.5918 1.0910  -0.3970
22 C -0.7425 1.3800 0.0929  -0.1862
23 C 3.2528 -1.7696 -0.8048  -0.0169
24 H -4.1938 -2.7526 1.0548  0.3931
25 H -0.5104 -3.1109 -1.5569  0.4072
26 H -4.4178 0.0746 2.0331  0.2291
27 H -3.4989 -0.5550 3.4293  0.2320
28 H -2.7772 0.5851 2.5809  0.2355
29 H 4.5848 -2.6810 0.9048  0.2190
30 H 3.8602 -3.8662 -0.0114  0.2058
31 H 2.7987 -2.8518 1.0707  0.2168
32 H 5.2308 -1.0461 -1.4346  0.2161
33 H 3.9900 -0.8021 -2.5827  0.2037
34 H 4.5776 -2.3234 -2.4208  0.2062
35 H 3.2248 0.4346 -0.4989  0.2267
36 H 4.1241 -0.4204 0.5826  0.2311
37 H 1.9061 -1.2441 -2.3674  0.2295
38 H 2.0277 -2.9701 -2.0453  0.2247
39 H -0.2809 0.1332 1.8689  0.2463
40 H -2.3234 4.8207 -0.9827  0.2049
41 H -3.1693 3.6563 0.1373  0.1855
42 H -2.8667 2.7363 -2.3466  0.2046
43 H -1.1290 2.7149 -2.1903  0.1975
44 H -0.2388 4.2974 -0.2477  0.1954
45 H -1.2403 4.5752 1.3130  0.2128
46 H -2.9684 1.3736 -0.1234  0.2029
47 H -2.2534 0.7025 -1.4482  0.2139
48 H 0.2570 2.6526 1.4726  0.2208
49 H -1.4590 2.3208 1.9022  0.1927
50 H 0.1359 1.4120 -0.5462  0.2040